Entry from the OMol25 dataset: a cluster of 6 separate species, C11H28FIN10O8 in total at a distorted geometry (the ωB97M-V functional and the def2-TZVPD basis).

Geometry as XYZ:
```
59
Properties=species:S:1:pos:R:3:forces:R:3:mulliken_charge:R:1
O -6.19461 1.33650 -1.82961 2.14 -0.74 -4.69 -0.51
C -5.64641 1.09374 -2.91041 -0.54 0.23 -0.07 0.57
O -6.15919 0.38483 -4.06599 0.93 0.34 2.93 -0.36
C -5.14928 -0.69209 -4.18232 -0.93 0.47 -0.70 -0.21
C -3.80604 0.03187 -3.65626 -0.73 0.20 1.62 0.21
I -2.39513 0.05874 -5.32489 -0.43 0.21 0.75 0.10
C -3.16008 -0.40647 -2.25978 1.72 -0.69 -0.47 -0.74
C -2.50136 -1.86880 -2.24604 -0.75 -0.31 1.49 0.29
C -3.62791 -2.99457 -1.92664 0.84 0.47 -0.41 -0.20
F -3.45082 -3.55831 -0.59786 -0.16 0.73 -2.09 -0.35
O -4.29349 1.39356 -3.34730 -1.69 -1.33 1.28 -0.35
H -5.08263 -0.92592 -5.30808 -0.16 0.05 2.04 0.33
H -5.62514 -1.51183 -3.53790 1.47 0.76 -1.04 0.16
H -2.31862 0.35327 -2.04052 -1.39 -1.09 -0.46 0.30
H -3.87564 -0.34335 -1.36916 0.57 0.04 -1.53 0.26
H -1.91698 -2.14613 -3.18392 -0.85 0.56 1.17 0.33
H -1.78668 -1.89572 -1.34140 -0.92 0.03 -1.44 -0.16
H -4.67377 -2.53488 -1.92964 1.41 -0.86 0.00 0.13
H -3.49322 -3.80404 -2.73175 -0.58 0.81 1.59 0.21
N 1.69812 -1.82567 0.90147 0.42 0.33 -0.24 -0.26
C 0.37709 -2.05101 1.08588 0.35 0.16 -0.23 0.55
N 0.07695 -2.83113 2.15407 -0.60 -0.41 0.56 -0.38
O -0.47973 -1.58702 0.34602 -0.27 0.03 -0.02 -0.70
H 2.41790 -2.19724 1.49739 0.00 -0.06 0.02 0.16
H 1.96134 -1.24949 0.11532 -0.03 -0.15 -0.07 0.21
H -0.89705 -3.02182 2.32390 0.19 0.02 -0.05 0.22
H 0.76534 -3.22113 2.77229 0.01 0.06 -0.11 0.17
N 1.89093 -2.13550 -3.87866 0.16 -0.74 -0.09 -0.41
C 1.82416 -0.93874 -3.24373 0.07 0.10 0.43 0.74
N 1.29630 0.06822 -3.98404 -0.12 0.66 -0.09 -0.37
O 2.20919 -0.78019 -2.09489 0.02 0.00 -0.11 -0.69
H 1.58037 -2.28672 -4.82097 0.02 0.05 0.09 0.16
H 2.27698 -2.90840 -3.36133 -0.09 0.14 -0.09 0.21
H 1.22978 0.97270 -3.54624 -0.02 -0.17 -0.08 0.19
H 0.97439 -0.04058 -4.92813 0.01 -0.02 0.11 0.13
N 6.50464 -1.63430 2.19140 0.62 -0.31 -0.46 -0.39
C 5.30495 -1.76802 2.80736 -0.19 0.03 0.16 0.67
N 4.80951 -0.62258 3.33123 -0.62 0.29 0.08 -0.30
O 4.71614 -2.83890 2.88375 -0.14 -0.06 -0.11 -0.69
H 7.00182 -0.76537 2.11916 -0.07 -0.05 0.12 0.17
H 6.90829 -2.46353 1.78792 -0.08 0.17 0.08 0.22
H 3.91966 -0.67940 3.79808 0.19 0.02 -0.08 0.20
H 5.27703 0.26468 3.27956 0.12 -0.13 0.22 0.12
N -4.95973 3.41406 -0.24795 0.13 -0.28 -0.27 -0.20
C -4.76390 4.48342 0.56082 0.57 0.04 -0.13 0.59
N -5.86505 4.88629 1.24502 -0.51 0.47 0.54 -0.37
O -3.68199 5.04203 0.66686 -0.15 0.01 0.04 -0.66
H -5.83934 2.94209 -0.34880 0.14 -0.02 -0.05 0.19
H -4.16632 3.08448 -0.77297 -0.18 0.02 0.07 0.10
H -5.76032 5.67856 1.85712 -0.02 -0.16 -0.12 0.21
H -6.76198 4.44192 1.17236 0.10 0.01 -0.02 0.17
N 5.80065 2.41354 6.52458 -0.55 -0.14 0.45 -0.39
C 6.70423 2.09712 5.56502 0.05 -0.30 -0.09 0.67
N 7.49450 3.12521 5.16819 0.52 0.34 -0.41 -0.39
O 6.79899 0.97245 5.09446 -0.03 0.16 -0.10 -0.66
H 5.70650 3.32954 6.92394 0.03 -0.08 -0.05 0.17
H 5.19515 1.67581 6.84590 0.12 0.14 -0.04 0.22
H 8.17904 2.92948 4.45631 -0.11 0.05 0.16 0.22
H 7.43246 4.05476 5.54179 -0.01 -0.09 -0.02 0.16
```
Positions in Å, forces in eV/Å.

HOMO-LUMO gap = 0.325 Eh
SMILES string = O=C1OC[C@](I)(CCCF)O1.NC(N)=O.NC(N)=O.NC(N)=O.NC(N)=O.NC(N)=O
E_LUMO = -0.40 eV
molar mass = 574.3 g/mol
E = -1983.11333 Ha
net charge = 0